Computed, not measured: C7H6ClFN3 as an isolated structure in a non-equilibrium geometry, with ωB97M-V with the def2-TZVPD basis set.

As for the molar mass: 186.597 g mol⁻¹. Its energy above the lowest of the compared OMol25 structures with the same formula, charge and spin is 0.0 kcal per mole. The net charge is +1. The orbital gap comes out at 9.286 eV. Its HOMO energy is -13.990 eV. The LUMO energy comes out at -4.70 eV.

Positions of all 18 atoms, in Å:
C (1.07, 2.17, 0.15)
C (1.18, 0.79, 0.15)
C (-0.20, 2.74, 0.08)
C (0.01, 0.04, 0.11)
C (-1.22, 0.72, 0.08)
C (-1.09, -2.04, -0.17)
C (-2.46, -0.09, 0.08)
N (-1.31, 2.03, 0.06)
N (-2.26, -1.44, -0.26)
N (0.02, -1.35, 0.04)
F (-2.78, -0.33, 1.79)
Cl (-3.89, 0.61, -0.51)
H (1.95, 2.80, 0.18)
H (2.15, 0.31, 0.18)
H (-0.34, 3.81, 0.05)
H (-1.03, -3.11, -0.31)
H (-3.11, -2.00, -0.38)
H (0.91, -1.83, 0.12)



Computed, not measured: C7H6ClNO11P2Rh as an isolated structure in a non-equilibrium geometry, with ωB97M-V with the def2-TZVPD basis set.

As for the molar mass: 480.428 g mol⁻¹. The net charge is -1. The orbital gap (alpha / beta) comes out at 8.708 / 8.707 eV. Its HOMO energy (alpha / beta) is -6.395 / -6.395 eV. The LUMO energy (alpha / beta) comes out at 2.31 / 2.31 eV.

Positions of all 29 atoms, in Å:
Rh (0.13, 0.54, -1.97)
O (2.08, -1.88, -2.58)
P (0.83, -1.62, -3.56)
O (0.74, -2.62, -4.61)
O (0.82, -0.11, -3.81)
O (-0.40, -1.70, -2.42)
P (-1.94, -1.17, -2.80)
O (-2.71, -1.69, -1.50)
O (-2.49, -1.73, -4.03)
O (-1.74, 0.34, -2.62)
H (2.27, -2.82, -2.54)
H (-3.16, -2.52, -1.71)
Cl (0.37, 0.23, 6.45)
C (0.41, 0.37, 4.71)
C (-0.69, 0.89, 4.05)
C (-0.66, 0.99, 2.67)
C (0.47, 0.58, 1.97)
C (1.57, 0.07, 2.65)
C (1.54, -0.04, 4.03)
C (0.49, 0.66, 0.48)
O (1.53, 0.42, -0.17)
O (-0.58, 0.98, -0.13)
H (-1.56, 1.21, 4.62)
H (-1.50, 1.38, 2.12)
H (2.44, -0.23, 2.08)
H (2.39, -0.44, 4.57)
O (-0.39, 4.33, -1.84)
N (-0.66, 3.17, -1.89)
O (0.39, 2.43, -2.24)



Computed, not measured: C7H6ClNOS as an isolated structure in a non-equilibrium geometry, with ωB97M-V with the def2-TZVPD basis set.

As for the molar mass: 187.651 g mol⁻¹. Its energy above the lowest of the compared OMol25 structures with the same formula, charge and spin is 21.6 kcal per mole. The orbital gap (alpha / beta) comes out at 8.304 / 8.305 eV. Its HOMO energy (alpha / beta) is -8.037 / -8.038 eV. The LUMO energy (alpha / beta) comes out at 0.27 / 0.27 eV.

Positions of all 17 atoms, in Å:
C (-2.25, 0.22, -0.18)
C (-2.00, -1.02, -0.77)
C (-1.26, 1.13, 0.11)
C (-0.68, -1.45, -0.86)
C (0.06, 0.71, -0.01)
C (0.35, -0.57, -0.43)
C (2.36, 0.92, 0.56)
N (1.05, 1.37, 0.72)
O (1.54, -2.34, 0.97)
S (1.87, -1.35, -0.02)
Cl (3.12, 1.02, -1.05)
H (-3.34, 0.56, -0.09)
H (-2.79, -1.71, -1.26)
H (-1.41, 2.20, 0.45)
H (-0.43, -2.44, -1.19)
H (2.95, 1.15, 1.39)
H (0.86, 1.60, 1.66)



Computed, not measured: a 2-piece molecular cluster, C7H6ClO2 overall, with ωB97M-V with the def2-TZVPD basis set.

As for the molar mass: 157.576 g mol⁻¹. The net charge is -1. The orbital gap comes out at 3.056 eV. Its HOMO energy is -1.813 eV. The LUMO energy comes out at 1.24 eV.

Positions of all 16 atoms, in Å:
C (-2.79, -2.36, 0.55)
Cl (-4.59, -2.42, 0.90)
H (-2.39, -1.50, 1.09)
H (-2.36, -3.26, 0.99)
C (0.17, 1.84, 0.19)
C (0.87, 2.06, -0.93)
C (1.77, 1.04, -1.49)
O (2.41, 1.25, -2.51)
C (1.85, -0.25, -0.78)
C (1.15, -0.47, 0.34)
C (0.26, 0.55, 0.91)
O (-0.38, 0.35, 1.93)
H (-0.50, 2.58, 0.61)
H (0.81, 3.00, -1.47)
H (2.51, -0.99, -1.21)
H (1.20, -1.41, 0.87)



Computed, not measured: C7H6DyO6 as an isolated structure in a non-equilibrium geometry, with ωB97M-V with the def2-TZVPD basis set.

As for the molar mass: 348.619 g mol⁻¹. The net charge is +3. The orbital gap (alpha / beta) comes out at 8.064 / 8.326 eV. Its HOMO energy (alpha / beta) is -22.864 / -22.866 eV. The LUMO energy (alpha / beta) comes out at -14.80 / -14.54 eV. The multiplicity is 6.

Positions of all 20 atoms, in Å:
O (3.33, -1.09, -3.18)
C (2.47, -0.98, -2.44)
Dy (0.60, -0.73, -0.68)
O (-1.13, 0.64, -3.56)
C (-0.54, 0.19, -2.67)
C (2.50, -1.51, 0.63)
O (3.31, -1.84, 1.39)
C (1.85, 1.38, -0.72)
O (2.36, 2.41, -0.61)
C (0.10, -3.01, -1.40)
O (-0.19, -4.09, -1.67)
C (-2.35, 1.20, 2.09)
C (-1.07, 1.25, 1.28)
O (-0.64, -0.13, 1.03)
H (-3.15, 0.78, 1.47)
H (-2.69, 2.20, 2.40)
H (-2.24, 0.60, 3.00)
H (-1.14, 1.70, 0.29)
H (-0.20, 1.72, 1.75)
H (-1.18, -0.69, 1.61)



Computed, not measured: one molecule with the formula C7H6F2O in a non-equilibrium geometry, with ωB97M-V with the def2-TZVPD basis set.

As for the molar mass: 144.120 g mol⁻¹. Its energy above the lowest of the compared OMol25 structures with the same formula, charge and spin is 17.8 kcal per mole. The orbital gap comes out at 10.614 eV. Its HOMO energy is -9.889 eV. The LUMO energy comes out at 0.72 eV. As for the SMILES: C#C[C@@]1(F)CC(=O)C[C@@H]1F.

Positions of all 16 atoms, in Å:
C (2.02, -1.81, -0.21)
C (1.48, -0.69, -0.19)
C (-1.46, 0.08, -0.52)
C (-1.04, 0.52, 0.88)
C (-0.44, 0.63, -1.48)
C (0.25, 1.29, 0.77)
C (0.94, 0.66, -0.42)
O (-2.49, -0.45, -0.89)
F (-0.01, 2.64, 0.61)
F (1.91, 1.41, -1.05)
H (2.04, -2.80, -0.55)
H (-1.90, 1.16, 1.13)
H (-1.09, -0.27, 1.58)
H (-0.25, -0.06, -2.40)
H (-0.51, 1.61, -1.73)
H (0.81, 1.14, 1.71)



Computed, not measured: C7H6GaO6S as an isolated structure in a non-equilibrium geometry, with ωB97M-V with the def2-TZVPD basis set.

As for the molar mass: 287.909 g mol⁻¹. Its energy above the lowest of the compared OMol25 structures with the same formula, charge and spin is 11.3 kcal per mole. The net charge is +3. The orbital gap comes out at 9.031 eV. Its HOMO energy is -22.982 eV. The LUMO energy comes out at -13.95 eV.

Positions of all 21 atoms, in Å:
O (0.03, 3.65, -2.88)
C (0.03, 2.57, -2.50)
Ga (0.03, -0.04, -1.54)
O (0.03, -1.27, -4.41)
C (0.03, -0.79, -3.37)
C (0.03, -1.92, -0.86)
O (0.03, -3.00, -0.49)
C (-1.92, -0.13, -1.51)
O (-3.06, -0.22, -1.48)
C (1.98, -0.12, -1.52)
O (3.12, -0.22, -1.49)
C (0.45, -1.13, 2.23)
S (-0.83, -0.09, 1.48)
C (-0.56, 1.33, 2.57)
O (0.05, 0.57, 0.24)
H (0.16, -1.25, 3.26)
H (1.44, -0.63, 2.18)
H (0.49, -2.10, 1.77)
H (0.50, 1.58, 2.59)
H (-1.14, 2.18, 2.21)
H (-0.90, 1.03, 3.54)



Computed, not measured: C7H6HoO6S as an isolated structure in a non-equilibrium geometry, with ωB97M-V with the def2-TZVPD basis set.

As for the molar mass: 383.116 g mol⁻¹. The net charge is +3. The orbital gap (alpha / beta) comes out at 7.459 / 7.609 eV. Its HOMO energy (alpha / beta) is -22.553 / -22.577 eV. The LUMO energy (alpha / beta) comes out at -15.09 / -14.97 eV. The multiplicity is 5.

Positions of all 21 atoms, in Å:
O (-1.51, -2.26, -3.69)
C (-0.90, -1.52, -3.06)
Ho (0.38, 0.13, -1.48)
O (2.14, 1.42, -4.01)
C (1.55, 1.00, -3.11)
C (1.61, 1.62, -0.39)
O (2.23, 2.39, 0.26)
C (2.04, -1.03, -1.19)
O (2.90, -1.77, -0.97)
C (-0.83, 1.75, -1.75)
O (-1.60, 2.61, -1.86)
C (-0.43, 0.87, 2.41)
S (0.14, -0.69, 1.65)
C (-1.21, -1.74, 2.25)
O (-0.51, -0.44, 0.24)
H (-0.48, 0.71, 3.47)
H (-1.41, 1.11, 2.00)
H (0.28, 1.65, 2.17)
H (-2.16, -1.25, 2.02)
H (-1.15, -2.70, 1.73)
H (-1.08, -1.87, 3.31)



Computed, not measured: C7H6LaN2O4 as an isolated structure in a non-equilibrium geometry, with ωB97M-V with the def2-TZVPD basis set.

As for the molar mass: 321.041 g mol⁻¹. The net charge is +3. The orbital gap comes out at 6.811 eV. Its HOMO energy is -20.408 eV. The LUMO energy comes out at -13.60 eV.

Positions of all 20 atoms, in Å:
La (-0.07, -0.15, -2.22)
O (-0.67, 3.55, -2.82)
C (-0.49, 2.43, -2.65)
C (2.26, -0.90, -2.64)
O (3.33, -1.26, -2.82)
C (-2.03, -1.71, -2.62)
O (-2.91, -2.43, -2.82)
C (-0.02, -0.02, -4.86)
O (-0.03, -0.01, -6.01)
C (1.07, -0.70, 3.16)
N (0.10, 0.10, 2.38)
C (-1.08, 0.68, 3.07)
C (0.28, 0.28, 1.13)
N (0.42, 0.36, -0.05)
H (0.76, -0.66, 4.20)
H (2.08, -0.28, 3.06)
H (1.08, -1.74, 2.81)
H (-1.11, 1.77, 2.92)
H (-2.00, 0.24, 2.67)
H (-0.98, 0.45, 4.12)



Computed, not measured: one molecule with the formula C7H6N2 in a non-equilibrium geometry, with ωB97M-V with the def2-TZVPD basis set.

As for the molar mass: 118.139 g mol⁻¹. Its energy above the lowest of the compared OMol25 structures with the same formula, charge and spin is 26.0 kcal per mole. The orbital gap comes out at 9.696 eV. Its HOMO energy is -8.751 eV. The LUMO energy comes out at 0.94 eV. As for the SMILES: c1ccc2[nH]cnc2c1.

Positions of all 15 atoms, in Å:
C (1.57, -0.36, 1.86)
C (0.87, 0.32, 0.02)
C (0.55, 1.18, -0.95)
C (-0.57, 1.15, -1.79)
C (-1.46, 0.10, -1.43)
C (-1.39, -0.68, -0.26)
C (-0.09, -0.63, 0.35)
H (2.08, -0.70, 2.81)
H (1.26, 1.94, -1.03)
H (-0.61, 1.60, -2.72)
H (-2.47, -0.11, -1.87)
H (-2.34, -1.18, 0.19)
H (0.33, -2.03, 2.13)
N (1.83, 0.56, 1.05)
N (0.43, -1.15, 1.65)



Computed, not measured: C7H6N2O4Ru as an isolated structure in a non-equilibrium geometry, with ωB97M-V with the def2-TZVPD basis set.

As for the molar mass: 283.205 g mol⁻¹. Its energy above the lowest of the compared OMol25 structures with the same formula, charge and spin is 53.5 kcal per mole. The net charge is +3. The orbital gap (alpha / beta) comes out at 5.941 / 6.038 eV. Its HOMO energy (alpha / beta) is -18.518 / -23.397 eV. The LUMO energy (alpha / beta) comes out at -12.58 / -17.36 eV. The multiplicity is 6.

Positions of all 20 atoms, in Å:
Ru (0.00, -0.04, 0.44)
O (0.00, 3.01, -0.07)
C (0.00, 1.86, 0.10)
C (0.00, -1.90, 0.10)
O (-0.01, -3.03, -0.26)
C (1.90, -0.02, 0.22)
O (3.06, 0.00, -0.03)
C (-1.90, -0.03, 0.22)
O (-3.06, -0.01, -0.05)
H (0.00, 0.43, -3.02)
H (0.00, -0.37, -3.03)
N (-0.07, 0.72, 4.52)
C (0.01, -0.64, 4.56)
C (0.05, -1.13, 3.27)
N (-0.03, 0.02, 2.54)
C (-0.08, 1.16, 3.21)
H (-0.09, 1.27, 5.32)
H (0.05, -1.20, 5.40)
H (0.13, -2.14, 2.88)
H (-0.11, 2.19, 2.70)



Computed, not measured: C7H6N3O3 as an isolated structure in a non-equilibrium geometry, with ωB97M-V with the def2-TZVPD basis set.

As for the molar mass: 180.143 g mol⁻¹. Its energy above the lowest of the compared OMol25 structures with the same formula, charge and spin is 0.0 kcal per mole. The net charge is +1. The orbital gap comes out at 8.375 eV. Its HOMO energy is -12.376 eV. The LUMO energy comes out at -4.00 eV.

Positions of all 19 atoms, in Å:
C (1.20, 0.57, 0.64)
C (0.10, -0.82, -0.56)
C (-0.69, 0.32, -0.10)
C (-2.55, 1.75, -0.34)
C (-3.92, -2.08, -0.09)
C (2.44, -0.10, 0.84)
C (3.57, 0.65, 0.14)
N (1.27, -0.67, 0.02)
N (0.08, 1.17, 0.53)
N (-1.97, 0.68, -0.54)
O (-3.99, -2.95, 0.63)
O (-3.10, 2.70, -0.06)
O (-3.81, -1.17, -0.80)
H (-0.37, -1.67, -1.06)
H (2.78, -0.87, 1.59)
H (4.31, 0.09, -0.61)
H (4.15, 0.90, 0.99)
H (3.19, 1.51, -0.31)
H (-2.70, -0.01, -0.90)



Computed, not measured: one molecule with the formula C7H6N4O in a non-equilibrium geometry, with ωB97M-V with the def2-TZVPD basis set.

As for the molar mass: 162.152 g mol⁻¹. Its energy above the lowest of the compared OMol25 structures with the same formula, charge and spin is 0.0 kcal per mole. The orbital gap comes out at 8.940 eV. Its HOMO energy is -9.035 eV. The LUMO energy comes out at -0.10 eV. As for the SMILES: NC(=O)c1cn2ccncc2n1.

Positions of all 18 atoms, in Å:
C (-2.78, -0.08, 0.02)
C (-1.31, -0.17, -0.01)
C (-0.48, -1.28, -0.01)
C (2.05, -1.35, 0.02)
C (3.15, -0.51, -0.01)
C (1.86, 1.43, 0.04)
C (0.66, 0.64, -0.01)
H (-2.54, 1.89, 0.01)
H (-4.21, 1.33, 0.11)
H (-0.77, -2.30, -0.08)
H (2.00, -2.41, -0.08)
H (4.12, -0.88, -0.03)
H (1.77, 2.53, 0.01)
N (-3.26, 1.16, -0.03)
N (0.80, -0.74, 0.02)
N (3.04, 0.85, 0.04)
N (-0.61, 0.97, -0.05)
O (-3.47, -1.10, 0.05)